C6H17NO | wB97M-V/def2-TZVPD

Calculated values
net charge	-1
energy above the lowest of the compared OMol25 structures with the same formula, charge and spin	65.8	kcal/mol
spin multiplicity	2
⟨S²⟩	0.758
HOMO-LUMO gap (spin up / spin down)	7.089 / 6.655	eV
LUMO energy (spin up / spin down)	3.711 / 3.671	eV
highest occupied orbital energy (spin up / spin down)	-3.4 / -3.0	eV

Atoms and positions in Å:
O (0.153, 1.704, 2.230)
N (0.234, -1.673, 0.515)
C (-0.273, -1.335, -1.862)
C (-0.041, 0.690, -0.304)
C (-1.186, 1.679, -0.669)
C (-0.207, -1.462, 1.880)
C (1.313, 1.056, -0.917)
C (-0.521, -0.794, -0.447)
H (-1.968, 1.663, 0.106)
H (0.801, -1.183, -1.963)
H (-1.599, -0.733, -0.231)
H (0.721, -1.596, 2.480)
H (1.125, 1.235, 2.229)
H (1.649, 1.969, -0.455)
H (1.948, 0.175, -0.808)
H (-0.487, -0.409, 2.082)
H (-0.562, -2.373, -2.029)
H (-1.013, -2.144, 2.147)
H (0.078, 0.984, 0.768)
H (-0.886, 2.717, -0.590)
H (1.842, 0.535, 1.952)
H (-0.736, -0.806, -2.671)
H (-1.704, 1.494, -1.640)
H (1.311, 1.207, -2.012)
H (0.010, -2.599, 0.208)

Atomic partial charges in e from the Mulliken method, atoms 1 to 8: -0.9433, -0.3062, -1.4722, 2.1774, -1.7454, -0.9395, -1.9887, 0.0672

---

C29H51AlB2Cl4F3LiN3O6S3Si | wB97M-V/def2-TZVPD

Calculated values
net charge	+1
HOMO-LUMO gap	1.531	eV
LUMO energy	-8.229	eV
highest occupied orbital energy	-9.8	eV

Atoms and positions in Å:
Cl (-3.218, 5.744, -2.205)
Cl (-2.243, 7.917, -4.644)
Cl (4.849, 1.925, 3.439)
Cl (-2.854, 1.425, -2.076)
S (-3.197, -3.591, -1.161)
S (-1.393, 4.486, 1.006)
S (-3.197, -6.075, -2.574)
Si (4.041, 2.059, -1.038)
Al (-4.701, 0.134, -3.046)
F (-5.091, 6.120, -1.192)
F (0.759, 1.471, -1.569)
F (-0.560, 3.183, -1.493)
O (-2.573, 2.205, 0.681)
O (-0.990, 0.761, -0.009)
O (1.433, 1.770, 2.548)
O (-3.375, -1.968, 4.304)
O (1.418, -6.316, -2.708)
O (0.894, -0.231, 1.423)
N (-5.214, -0.765, 4.867)
N (-5.062, -3.005, 5.406)
N (-0.895, -4.812, -1.921)
C (-1.247, 6.665, -3.871)
C (-0.376, -4.716, -3.298)
C (-2.042, 5.433, -3.535)
C (-2.495, -1.544, 0.486)
C (-2.319, -4.869, -1.931)
C (3.680, 0.247, -1.344)
C (1.576, 3.447, -0.585)
C (4.402, 2.272, 0.800)
C (5.689, 2.406, -1.973)
C (3.734, -2.040, -0.505)
C (2.813, -1.578, -2.709)
C (1.428, -0.925, 2.566)
C (0.383, 2.501, -0.770)
C (-1.387, 2.657, 1.217)
C (1.068, -5.192, -3.469)
C (-1.472, 2.494, 2.758)
C (-2.043, -2.236, -0.821)
C (3.122, -2.463, -1.680)
C (1.251, -2.419, 2.382)
C (-2.051, 1.144, 3.165)
C (-0.229, 1.875, 0.506)
C (4.008, -0.682, -0.346)
C (-4.478, -1.917, 4.825)
C (-0.353, -5.936, -1.149)
C (2.701, 3.221, -1.627)
C (1.132, -6.117, -1.342)
C (3.100, -0.224, -2.526)
C (-3.288, -0.275, 0.211)
C (-1.855, 0.804, 4.635)
B (0.769, 1.104, 1.524)
B (-2.384, 1.038, -0.148)
Li (6.885, 1.540, -3.688)
H (-2.055, -0.264, 4.723)
H (1.774, -4.367, -3.328)
H (-4.547, -3.864, 5.391)
H (3.966, -2.773, 0.251)
H (-0.521, -5.714, -0.092)
H (-6.120, -0.699, 5.290)
H (-3.121, 1.188, 2.968)
H (-1.011, -2.567, -0.782)
H (-0.458, 6.404, -4.577)
H (1.182, -5.491, -4.508)
H (-0.530, 2.725, 3.246)
H (-4.812, 0.053, 4.449)
H (2.338, -1.930, -3.611)
H (6.252, 1.465, -2.049)
H (2.880, -3.511, -1.789)
H (-1.385, 4.638, -3.180)
H (-4.050, -0.446, -0.561)
H (-2.155, -1.506, -1.621)
H (-2.158, 3.266, 3.106)
H (1.916, -2.904, 3.095)
H (-1.664, -1.398, 1.166)
H (-0.843, -6.891, -1.342)
H (-1.687, 0.344, 2.519)
H (1.190, 4.442, -0.785)
H (2.136, 2.358, 2.261)
H (-3.168, -2.229, 1.005)
H (1.402, -7.043, -0.843)
H (5.445, 2.037, 0.991)
H (-0.843, 1.005, 4.978)
H (3.807, 1.522, 1.317)
H (-2.589, 5.064, -4.400)
H (4.172, 3.278, 1.136)
H (2.495, -0.723, 2.626)
H (-3.855, -0.026, 1.111)
H (1.957, 3.476, 0.431)
H (2.825, 0.461, -3.319)
H (4.485, -0.379, 0.576)
H (2.288, 2.977, -2.602)
H (-0.378, -3.654, -3.558)
H (-2.592, 1.298, 5.263)
H (0.930, -0.640, 3.487)
H (6.309, 3.065, -1.369)
H (-1.003, -5.211, -4.039)
H (-5.965, -2.985, 5.840)
H (1.736, -5.324, -0.888)
H (5.520, 2.866, -2.958)
H (1.538, -2.744, 1.385)
H (-2.214, 4.648, -0.051)
H (-0.791, 7.099, -2.985)
H (3.182, 4.196, -1.752)
H (0.233, -2.745, 2.581)

Atomic partial charges in e from the Mulliken method, atoms 1 to 8: 0.1213, -0.1696, -0.2655, -0.3115, -0.2742, -0.1687, -0.1393, 0.2101